[1]
This record from the Open Molecules 2025 dataset describes a structure of composition C30H50P2SSm in a non-equilibrium geometry. The level of theory is ωB97M-V/def2-TZVPD.

```
84
Properties=species:S:1:pos:R:3:forces:R:3
H -5.17389 2.06067 -1.57132 -0.01 -0.08 -0.09
H -2.60492 -2.78003 0.88985 0.04 0.04 -0.08
C 0.30020 -2.14238 -1.02158 2.95 -1.42 -1.53
C 2.16200 -0.60874 -0.92706 1.31 -2.98 -1.56
C -0.22939 -2.34194 2.74640 0.13 0.28 -0.26
P 0.50830 2.23775 0.09332 3.83 11.17 1.46
H 1.67061 -3.59824 0.97027 -0.13 0.06 -0.07
H 1.35007 4.26686 -1.13465 -0.08 -0.06 0.15
C -3.62745 3.15581 -2.62641 0.52 -0.12 -0.52
H -3.53334 4.22410 -2.43912 0.27 -0.03 0.31
H 4.55989 -0.88058 2.36750 -0.02 0.10 -0.24
C 3.57000 -0.08214 -0.59997 -0.91 -0.28 0.09
H 1.38052 1.02340 -3.96253 -0.46 0.04 0.13
H 2.60068 -0.19818 -3.81770 -0.03 -0.22 0.08
H 4.77639 -2.58536 6.27908 -0.01 0.00 -0.01
H 0.16905 -2.51930 -3.78232 0.20 -0.10 0.19
H 2.59822 -2.21969 1.55984 -0.09 0.00 -0.03
H 4.31001 -0.52346 -1.26685 -0.08 -0.06 -0.22
C 2.18066 -0.95523 4.80338 0.46 -0.25 0.00
Sm 0.14801 -0.06029 -0.09872 -4.29 2.64 3.01
H -0.81165 -2.57454 3.63748 -0.32 0.20 -0.10
H -2.66153 1.41422 -0.23705 0.82 -0.56 0.81
H -0.48685 -3.87255 0.07507 0.07 0.05 0.08
H 1.34689 2.88731 -2.22714 -0.39 0.04 -0.13
C -0.46612 -3.47558 -0.93631 0.24 1.03 0.00
H 2.73846 1.26559 -2.89304 -0.06 -0.03 0.16
C -3.27291 1.18749 -1.07928 -1.17 -0.64 -0.85
H 3.62724 0.99889 -0.70497 0.00 0.08 -0.01
H 3.86038 -0.32501 0.42181 -0.22 0.00 -0.10
H -0.39685 -0.96340 -4.23953 -0.23 0.29 0.19
H -4.38447 3.12626 -3.40836 -0.02 -0.26 -0.19
H -5.13200 0.20325 -2.86149 -0.02 0.12 0.01
H 2.45767 -1.84340 6.74574 -0.02 0.02 -0.01
C -2.24659 1.45354 -3.85415 -1.65 0.40 -1.10
H 0.00378 -4.22493 -1.57297 0.09 0.05 -0.09
H -3.36075 0.04813 -5.11130 0.42 -0.33 0.17
H 1.56808 2.79328 2.33102 -0.03 -0.22 -0.23
H -2.69080 -0.81151 -1.62632 0.99 -0.57 0.76
H -1.37316 1.25666 -4.41558 1.03 -0.45 -0.24
H -4.20426 3.03581 -0.52868 0.14 0.02 0.01
C -3.51391 0.66587 -4.22989 0.61 0.45 -0.09
H -4.20147 -1.18750 -3.28543 0.17 0.00 -0.05
C 1.55193 -1.83308 -0.33628 1.95 -1.53 -1.40
C -3.27112 0.05466 -1.80858 -1.17 1.11 0.44
H 2.61482 3.03863 -1.07989 -0.16 -0.17 0.46
H -1.42702 -2.07166 -3.28962 -0.23 0.21 0.00
H -0.76033 0.63154 3.61168 0.05 -0.07 -0.16
H -0.08041 4.38725 1.33420 0.41 -0.35 -0.06
C 1.34004 -0.21272 -2.06121 1.84 -2.83 -1.70
H 1.17340 -0.62533 5.02426 0.00 0.04 -0.07
C 0.21117 -1.16986 -2.10548 1.57 -1.58 -2.51
S 1.79785 0.26254 2.32375 -0.04 -0.76 0.22
C 2.74895 -0.69398 3.54513 -0.28 0.16 -0.19
H 3.17570 -3.15867 0.20385 0.03 0.04 -0.22
H -1.26986 4.01329 0.16332 -0.51 -0.15 -0.33
P -1.07637 -0.97585 1.73141 -4.22 -4.79 7.48
H -1.49902 -3.36459 -1.26397 -0.02 0.04 -0.03
C 2.27770 -2.74949 0.66571 -0.39 0.69 -0.43
C -2.31641 2.58309 -3.16725 -1.42 0.93 -0.51
C 2.90610 -1.64126 5.78209 0.24 0.15 -0.55
H -0.15519 -3.26035 2.17219 -0.03 -0.02 -0.19
H -2.39030 0.76890 2.94224 -0.08 0.04 -0.09
C -0.42327 -1.67854 -3.42105 0.15 0.59 0.53
H -3.53320 -1.34607 1.36220 0.01 0.05 -0.18
C -4.14759 2.38765 -1.40304 -0.06 -0.53 0.38
H -1.99518 -0.56162 4.02487 0.00 -0.27 -0.24
C -4.11085 -0.12602 -3.05535 -0.14 -0.06 0.67
H 2.08720 3.95918 1.14639 -0.50 0.05 -0.61
C 2.02170 0.52568 -3.24409 -0.51 -0.26 0.66
H -4.26800 1.36326 -4.59222 0.01 0.32 0.18
C 4.21302 -2.05841 5.52015 -0.17 0.15 -0.23
H 2.81404 2.36749 1.14821 -0.27 -0.10 0.03
H -1.22308 3.10347 1.68062 -0.03 -0.19 -0.06
C -2.69009 -1.98338 1.62753 0.19 0.61 -0.33
H 5.81579 -2.09175 4.08506 -0.02 0.03 -0.03
H 0.76420 -2.05983 3.08594 -0.11 0.04 -0.26
C -1.60674 0.06589 3.22303 0.25 0.38 -0.65
H -1.52372 3.28924 -3.18482 1.07 0.19 0.24
C 4.79761 -1.78151 4.28294 -0.56 0.20 0.15
C 1.54394 3.19619 -1.20608 -0.93 -0.14 -0.87
C 4.07448 -1.09523 3.30301 -0.29 -0.21 0.56
H -2.92865 -2.43997 2.58789 0.24 0.09 0.07
C 1.87238 2.89908 1.28893 0.50 -0.41 0.77
C -0.62040 3.55126 0.89130 -0.39 -0.13 -0.74
```
Forces are in eV/Å.

- charge = +1
- total energy (eV) = -79224.2490
- 2S+1 = 6
- F_max (eV/A) = 11.89

Here are the Mulliken charges for atoms 1 to 2, given in e: number 1, H, carries 0.406; number 2, H, carries 0.324

=====

[2]
This record from the Open Molecules 2025 dataset describes a structure of composition C30H50P2ScSe in a non-equilibrium geometry. The level of theory is ωB97M-V/def2-TZVPD.

```
84
Properties=species:S:1:pos:R:3:forces:R:3
P 2.08508 0.83857 -1.46609 0.74 1.26 -0.27
H 1.08687 0.47084 -3.61484 0.03 0.03 -0.02
H 2.39896 2.01290 1.70654 0.03 0.22 0.09
H -1.38024 6.80696 2.67617 -0.06 -0.24 -0.45
C -2.32339 5.02496 -0.65802 0.23 -0.16 0.51
C -1.64148 6.30260 1.73756 -0.25 0.04 -0.38
H 0.91800 2.90981 2.06757 0.15 -0.05 0.00
C 0.70619 0.80089 2.08732 -0.61 -1.03 0.91
C -0.18492 -4.99853 -0.94911 -0.45 -0.21 0.29
Sc 0.04459 -0.14438 0.08325 -0.51 1.37 -1.69
H -1.13162 -3.03314 -0.50137 0.19 0.10 -0.23
C -0.95437 5.14364 1.34948 -0.38 -0.31 -0.63
H 4.49699 0.41976 -1.47177 0.04 0.03 -0.10
C -1.30160 4.46762 0.15152 -0.97 1.17 0.47
C -1.04952 -0.70423 2.05049 0.86 0.80 0.94
C 0.23091 -2.88886 2.42653 0.07 -0.56 -0.42
H -0.40775 -5.59837 -1.84864 -0.17 0.42 0.27
H 2.81013 -0.94928 3.48647 -0.16 -0.01 -0.28
H -0.49672 -3.45116 1.83333 0.13 -0.21 0.18
H -3.80902 6.56054 -0.91053 0.34 -0.08 0.27
H -4.33924 1.72413 -0.91910 -0.09 -0.19 -0.13
C 2.11228 0.42068 -3.24111 -0.08 -0.44 -0.15
H -2.65443 1.43053 2.58519 -0.02 0.18 0.08
C -2.67054 6.82421 0.93177 0.18 -0.38 -0.16
H 2.93950 -1.76104 1.90185 0.34 0.02 0.16
H 1.80889 2.08926 3.37513 -0.03 -0.04 -0.14
H 2.37912 3.10377 -0.65234 -0.03 0.01 -0.08
H -3.81171 1.06560 0.64044 -0.09 -0.15 -0.01
H -1.49420 2.62500 1.95239 -0.29 0.03 0.27
H -3.29020 1.35199 -3.19098 -0.12 -0.11 0.08
H -0.86786 -5.34084 -0.15715 0.07 0.06 -0.39
C 2.65728 -0.83277 2.40285 0.53 -0.23 -0.37
C 1.25077 -0.51846 2.07797 -1.09 0.11 0.70
H 1.22551 -3.29758 2.23447 -0.16 -0.08 0.07
H 1.62328 3.11401 -2.23443 0.09 -0.05 0.08
C -3.00832 6.17390 -0.27179 0.26 0.20 0.44
C 0.04905 -2.92413 -2.28918 -0.13 -0.42 0.31
H 0.32869 -4.60835 -3.61315 -0.08 0.48 0.14
Se -0.49636 2.89567 -0.51572 1.10 -0.77 -0.30
P -2.33391 0.37340 -1.17477 -0.68 0.23 0.14
C -1.61681 1.75973 2.60936 -0.26 0.62 -0.47
H -3.62632 -1.52702 -0.45299 -0.06 -0.05 0.04
H -0.14778 4.74470 1.96238 -0.20 0.17 -0.04
H 3.52717 -2.94126 -1.49723 -0.26 -0.29 0.32
C 0.16795 -1.45179 2.05774 0.16 0.91 0.41
H 3.66907 -0.51133 -0.20859 0.15 -0.08 -0.08
H -3.20329 7.73387 1.22846 0.24 -0.41 -0.07
H -1.36432 2.07524 3.63135 -0.03 -0.23 -0.19
H -1.85189 0.37773 -3.53945 -0.04 -0.11 -0.10
H 3.37173 2.83453 -2.10090 0.16 -0.36 -0.07
C 2.27819 -4.29733 -0.40435 -0.26 -0.29 0.14
C 2.29478 -4.16418 -2.87684 0.60 0.10 -0.08
C 1.49805 2.02433 2.32429 0.23 0.47 -0.04
H 1.14751 -5.84792 0.50334 0.17 -0.04 -0.37
H 3.95035 1.21007 0.00750 -0.11 0.03 -0.06
C 1.25258 -5.40751 -0.49894 0.18 -0.13 0.53
H 2.55824 -4.01898 0.61883 0.21 0.11 -0.56
H -0.00701 -3.04668 3.49296 0.07 0.18 -0.38
C -2.39168 -1.29093 2.24061 -0.42 -0.26 -0.16
C 3.70244 0.44479 -0.72959 0.17 -0.71 0.11
H 2.49027 -0.58073 -3.43826 0.00 -0.11 0.04
C -2.29114 1.09271 -2.84428 0.41 0.03 -0.27
H -4.44768 -0.65913 -1.75728 -0.05 -0.02 -0.06
H -3.07956 -1.72957 -2.11813 0.00 -0.15 -0.09
C 2.40406 2.64173 -1.63865 -0.40 0.21 0.14
H 1.59780 -6.21009 -1.17728 0.01 0.39 0.39
H 2.70934 1.14169 -3.79851 0.06 -0.03 0.09
H -2.46765 -2.21676 1.66717 -0.25 -0.06 0.10
H -2.96559 2.43419 -0.06777 -0.18 -0.20 -0.05
C -0.45559 -3.53423 -1.20452 0.21 0.07 -0.45
H -0.15510 -1.87390 -2.53147 -0.13 -0.20 0.17
C 0.86880 -3.70046 -3.29506 -0.08 0.32 -0.49
C -3.48216 -1.01621 -1.40373 0.02 -0.31 -0.11
H 0.99019 -3.07948 -4.19389 -0.20 -0.20 0.20
H -3.16682 -0.60617 1.89917 -0.10 -0.12 0.07
C -0.71698 0.68341 2.14990 0.66 -0.91 0.76
H 3.30951 -0.02641 2.06628 0.13 -0.17 0.07
H -1.67403 1.99157 -2.84780 -0.09 -0.08 0.08
H 2.33721 -5.26276 -2.98519 0.13 0.46 0.14
C -3.47452 1.49610 -0.29929 0.24 0.43 0.34
C 2.77180 -3.73654 -1.50283 -0.01 0.16 -0.38
H -2.57917 -1.52660 3.29645 0.04 0.03 -0.19
H 2.98372 -3.73999 -3.62087 -0.06 -0.33 0.22
H -2.57251 4.52148 -1.59210 0.00 0.15 0.20
```
Forces are in eV/Å.

- charge = +1
- total energy (eV) = -136540.3653
- 2S+1 = 1
- F_max (eV/A) = 2.23

Here are the Mulliken charges for atoms 1 to 2, given in e: number 1, P, carries 1.672; number 2, H, carries 0.266